No. 1
The molecule C6H10N2 in a non-equilibrium geometry, computed with ωB97M-V/def2-TZVPD.

Geometry as ORCA input:
```
! wB97M-V def2-TZVPD RIJCOSX def2/J DEFGRID3
* xyz 0 1
C -0.94866 1.32676 -0.06571
C 0.55331 1.39331 -0.03398
C 1.99705 -0.80283 -0.44184
C 0.78301 -1.14885 0.55962
C -0.56248 -1.02692 -0.16228
C -1.41955 0.06959 0.35727
H -1.27578 1.15590 -0.98983
H -1.56444 2.23403 0.17700
H 0.68175 2.13739 0.89418
H 1.10023 1.79064 -0.97066
H 1.86410 -0.90601 -1.62018
H 2.96138 -0.97994 0.00898
H 0.79539 -1.53262 1.64309
H -0.54227 -0.80995 -1.21810
H -2.23639 -1.73515 0.37300
H -1.41303 -0.25057 1.49799
N 1.38769 0.16870 0.32906
N -2.16132 -1.08347 -0.33762
*
```

Calculated values
**SMILES string**: C1CN2C[C@@H]2[C@H]2N[C@H]12
**Relative energy (zero: lowest compared OMol25 entry of this formula, charge and spin)**: 169.4 kcal per mole
**HOMO-LUMO gap**: 9.67 eV
**Highest occupied orbital energy**: -8.6 eV



No. 2
The molecule C6H10N2 in a non-equilibrium geometry, computed with ωB97M-V/def2-TZVPD.

Geometry as ORCA input:
```
! wB97M-V def2-TZVPD RIJCOSX def2/J DEFGRID3
* xyz 0 1
C 0.93543 -0.44639 0.48873
C -0.30542 -1.35307 0.17927
C -1.70755 -0.65578 -0.09255
C -1.77271 0.66722 -0.32787
C -0.46564 1.26967 -0.43056
C 0.36117 0.87276 0.78780
H 2.72156 -0.84345 -0.34803
H 1.64722 -0.55721 -1.56271
H 1.48098 -0.87329 1.38691
H -0.22875 -2.09011 -0.59406
H -0.48265 -1.89643 1.13867
H -2.56366 -1.37594 0.04750
H -2.85882 1.18295 -0.25664
H 0.01610 1.07356 -1.40692
H 1.19219 2.30738 -0.32191
H -0.29594 0.72225 1.62219
N 1.97515 -0.23065 -0.60337
N 0.35132 2.22651 0.29356
*
```

Calculated values
**SMILES string**: N[C@@H]1CC=C[C@H]2N[C@H]12
**Relative energy (zero: lowest compared OMol25 entry of this formula, charge and spin)**: 96.1 kcal per mole
**HOMO-LUMO gap**: 9.49 eV
**Highest occupied orbital energy**: -8.5 eV



No. 3
The molecule C6H10N2 in a non-equilibrium geometry, computed with ωB97M-V/def2-TZVPD.

Geometry as ORCA input:
```
! wB97M-V def2-TZVPD RIJCOSX def2/J DEFGRID3
* xyz 0 1
C 1.32463 -0.33993 0.08773
C -0.44974 1.33025 1.61959
C -1.26219 -0.85600 0.84592
N -0.21668 0.15988 0.78368
C 0.91678 -0.09964 -1.29918
C 1.12917 -0.84611 -2.38475
C -0.33024 0.77675 -1.21674
N -0.93752 1.63642 -1.74083
H 1.46187 -1.38400 0.36943
H 2.06242 0.37822 0.45119
H -1.44168 1.76010 1.44716
H -2.24504 -0.41553 0.64031
H 0.31207 2.08975 1.42848
H -0.40111 1.04099 2.67336
H -1.31249 -1.28940 1.84776
H -1.05411 -1.65642 0.13077
H 0.57574 -0.64439 -3.29740
H 1.86811 -1.64093 -2.38649
*
```

Calculated values
**SMILES string**: C=C(C#N)CN(C)C
**Relative energy (zero: lowest compared OMol25 entry of this formula, charge and spin)**: 86.8 kcal per mole
**HOMO-LUMO gap**: 8.76 eV
**Highest occupied orbital energy**: -8.1 eV



No. 4
A structure of composition C6H10N2 in a non-equilibrium geometry, computed with ωB97M-V/def2-TZVPD.

Geometry as ORCA input:
```
! wB97M-V def2-TZVPD RIJCOSX def2/J DEFGRID3
* xyz 0 1
C 1.20263 -0.30761 0.46102
C 0.77261 -1.60927 -0.01699
C -0.51406 -1.73004 -0.07058
C -1.18679 -0.51264 0.35117
C -0.11308 0.57385 0.39716
C -0.19045 1.83155 -0.00594
H 2.21756 -0.05801 -1.38688
H 2.54197 1.40961 -0.24857
H 1.68562 -0.09005 1.50302
H 1.53290 -2.32180 -0.23841
H -1.04852 -2.61033 -0.59335
H -1.55704 -0.66414 1.47368
H -1.96416 0.65738 -1.24701
H -3.09222 0.36368 0.50235
H 0.63846 2.57126 0.05298
H -1.06283 2.37540 -0.13207
N 2.44773 0.14495 -0.34575
N -2.31036 -0.02380 -0.45584
*
```

Calculated values
**Relative energy (zero: lowest compared OMol25 entry of this formula, charge and spin)**: 113.0 kcal per mole
**HOMO-LUMO gap**: 9.61 eV
**Highest occupied orbital energy**: -8.9 eV



No. 5
The molecule C6H10N2O in a non-equilibrium geometry, computed with ωB97M-V/def2-TZVPD.

Geometry as ORCA input:
```
! wB97M-V def2-TZVPD RIJCOSX def2/J DEFGRID3
* xyz 0 1
C 0.03817 -1.96332 0.62086
C -0.67075 -0.61722 0.41072
N -1.96554 -0.58275 0.15755
C -0.22392 0.27580 1.68925
N -0.21882 0.75039 2.74967
H -2.51817 -0.40155 0.99451
H 1.12171 -1.86275 0.54971
H -0.29750 -2.65903 -0.14928
H -0.20502 -2.37033 1.60223
C -0.65328 1.15197 -1.74889
C 1.16193 0.98466 -0.06373
C 0.26832 0.28149 -0.91682
O 2.36282 0.47082 0.22450
H 2.75761 0.94074 0.97510
H 0.97281 2.00520 0.25224
H 0.75644 -0.50149 -1.49539
H -1.13621 1.90655 -1.12537
H -0.10433 1.65138 -2.55080
H -1.44627 0.53943 -2.17607
*
```

Calculated values
**Relative energy (zero: lowest compared OMol25 entry of this formula, charge and spin)**: 105.0 kcal per mole
**HOMO-LUMO gap (alpha / beta)**: 6.82 / 8.20 eV
**Highest occupied orbital energy (alpha / beta)**: -7.6 / -8.5 eV



No. 6
The molecule C6H10N2O in a non-equilibrium geometry, computed with ωB97M-V/def2-TZVPD.

Geometry as ORCA input:
```
! wB97M-V def2-TZVPD RIJCOSX def2/J DEFGRID3
* xyz 0 1
C -2.50073 -1.10765 -1.03366
C -1.12955 -1.02650 -0.89692
C -2.05526 -0.09055 0.80481
C 1.56505 -0.98976 0.35515
C 1.05889 1.58829 -0.20145
C 0.48841 0.01772 0.65216
N -3.05961 -0.56015 0.11426
N -0.84835 -0.29254 0.22631
O 2.41160 1.74184 -0.05356
H -3.15256 -1.60797 -1.69589
H -0.31233 -1.29668 -1.55215
H -2.22081 0.59805 1.52326
H 1.49904 -1.95263 0.86501
H 1.59008 -1.22809 -0.61754
H 2.44566 -0.43814 0.70232
H 0.41545 2.38012 0.23048
H 0.81992 1.49966 -1.20434
H 0.32557 0.13184 1.80774
H 2.65953 2.63312 -0.02599
*
```

Calculated values
**SMILES string**: C[C@@H](CO)n1ccnc1
**Relative energy (zero: lowest compared OMol25 entry of this formula, charge and spin)**: 54.5 kcal per mole
**HOMO-LUMO gap**: 9.31 eV
**Highest occupied orbital energy**: -8.7 eV



No. 7
A structure of composition C6H10N2O in a non-equilibrium geometry, computed with ωB97M-V/def2-TZVPD.

Geometry as ORCA input:
```
! wB97M-V def2-TZVPD RIJCOSX def2/J DEFGRID3
* xyz 0 1
C 1.26585 1.65543 -0.03338
C 1.02491 0.25920 0.01083
C -0.00966 -0.52345 0.98114
C -0.01500 -0.65238 -0.91779
C -1.47417 -0.20602 -0.67045
C -1.48834 0.08816 0.75124
H 0.82152 2.35387 0.81063
H 0.75183 2.14945 -0.91812
H 2.35601 1.81424 0.02753
H 1.97989 -1.35711 -0.26896
H 2.70512 0.09961 -0.73732
H 0.16934 -0.60334 2.12141
H 0.11730 -1.18989 -1.86947
H -2.24314 -1.20927 -0.98111
H -1.36489 2.11498 -0.37921
H -2.21592 -0.37295 1.44502
N 2.28554 -0.39263 0.09132
N -2.01166 1.14559 -0.16799
O -0.10198 -1.59950 0.06959
*
```

Calculated values
**Relative energy (zero: lowest compared OMol25 entry of this formula, charge and spin)**: 159.0 kcal per mole
**HOMO-LUMO gap**: 10.06 eV
**Highest occupied orbital energy**: -9.2 eV



No. 8
The molecule C6H10N2O2 in a non-equilibrium geometry, computed with ωB97M-V/def2-TZVPD.

Geometry as ORCA input:
```
! wB97M-V def2-TZVPD RIJCOSX def2/J DEFGRID3
* xyz 0 1
C 1.37008 -0.56028 -0.69512
C -1.30332 0.47919 -0.86718
C 2.16989 1.43996 0.58747
C -2.21687 -1.38317 0.54201
N 1.06406 0.64471 0.09310
N -1.07027 -0.63274 0.07003
C 0.33136 -1.26770 0.13833
C -0.34210 1.27942 -0.02613
O 0.46173 -2.38328 0.62152
O -0.50729 2.43942 0.32003
H 1.19013 -0.45381 -1.76465
H 2.36206 -0.94693 -0.44980
H -1.02751 0.26151 -1.89862
H -2.31314 0.88050 -0.75348
H 2.71073 1.86345 -0.26378
H 2.84216 0.81319 1.18038
H 1.80239 2.26666 1.20069
H -2.94060 -0.70460 1.00227
H -1.90588 -2.13763 1.26896
H -2.67760 -1.89786 -0.30604
*
```

Calculated values
**SMILES string**: CN1CC(=O)N(C)CC1=O
**Relative energy (zero: lowest compared OMol25 entry of this formula, charge and spin)**: 62.7 kcal per mole
**HOMO-LUMO gap**: 9.26 eV
**Highest occupied orbital energy**: -8.5 eV



Number 1: energy -9357.09233 eV. Number 2: energy -9360.26884 eV. Number 3: energy -9360.67447 eV. Number 4: energy -9359.53817 eV. Number 5: energy -11407.53465 eV. Number 6: energy -11409.72237 eV. Number 7: energy -11405.19210 eV. Number 8: energy -13457.22382 eV.